# 1
# C6H7F

C6H7F in the gas phase at a distorted geometry (ωB97M-V with the def2-TZVPD basis set, OMol25).

Cartesian coordinates (Å):
C 2.95579 -1.10818 -0.26532
C 1.93693 -0.44141 -0.19563
C 0.51632 0.06152 -0.21088
C 0.36356 1.68132 -0.27328
C -0.56587 -0.78446 -0.06939
C -1.93591 -0.29191 0.35193
F -2.97437 -0.78822 -0.67483
H 3.61543 -2.16062 -0.06043
H -0.78180 1.75760 -0.80674
H 1.46975 2.14781 -0.70693
H 0.04627 1.96213 0.96247
H -0.30491 -1.93451 0.15187
H -1.93968 0.88896 0.44779
H -2.40149 -0.99003 1.34936

charge	0
Kohn-Sham gap	9.49	eV
LUMO level	0.1	eV
SMILES	C#C/C(C)=C/CF


# 2
# C24H56N7O8Pt

A molecular structure, C24H56N7O8Pt at a distorted geometry (ωB97M-V with the def2-TZVPD basis set, OMol25).

Cartesian coordinates (Å):
Pt -3.28085 -1.15762 2.85669
C 0.19878 0.46684 0.49984
C -1.34505 0.53021 0.35222
C -1.69721 -0.01483 -0.92699
O -1.99598 0.07879 1.51445
H 0.54935 -0.55769 0.37510
H 0.47910 0.81852 1.49272
H 0.77617 1.14885 -0.12431
H -1.58759 1.59029 0.27804
H -1.15115 0.44272 -1.75196
H -2.77943 -0.05916 -1.04924
H -1.49603 -1.07911 -1.04917
C -0.04713 2.95427 3.52528
O -0.86916 3.44080 4.26656
N 1.31011 3.17921 3.60641
C 2.14455 2.78694 2.56072
C 1.94204 3.99194 4.57657
H -0.30953 2.44167 2.58689
H 3.04087 2.32344 2.97290
H 2.52162 3.58219 1.91769
H 1.79023 2.05562 1.83427
H 2.29623 4.82798 3.97352
H 1.26012 4.35875 5.34373
H 2.80599 3.56020 5.08182
C -1.91091 -5.22783 -4.37147
O -1.67161 -6.43720 -4.36099
N -0.97721 -4.37077 -4.01500
C 0.35040 -4.48575 -3.54641
C -1.32222 -3.06307 -4.17982
H -2.86616 -4.82530 -4.74250
H 0.70092 -5.51413 -3.45886
H 0.83288 -3.89617 -2.76684
H 0.99289 -4.12444 -4.34937
H -0.87698 -2.42104 -3.41980
H -0.97833 -2.76201 -5.16936
H -2.37494 -2.82724 -4.02400
C -1.80629 0.38246 5.66684
O -2.38641 -0.14073 4.70105
N -0.43462 0.42891 5.78766
C 0.57111 -0.04275 4.75028
C 0.26312 0.91184 7.04375
H -2.24061 0.73656 6.61456
H 0.98380 -0.99593 5.08082
H 1.33176 0.72932 4.63445
H 0.15225 -0.01927 3.74425
H -0.41416 1.38125 7.75722
H 1.02542 0.28855 7.51121
H 0.90924 1.73433 6.73693
C -0.57891 -2.92024 1.87468
O -1.50666 -2.56833 2.58956
N 0.76190 -3.04450 2.12995
C 1.82550 -2.94996 1.16754
C 1.27325 -2.90247 3.55492
H -0.85362 -3.15425 0.83450
H 2.43488 -3.80174 1.46958
H 2.38374 -2.01477 1.21103
H 1.44870 -3.07334 0.15221
H 0.45893 -2.89911 4.27948
H 1.85201 -3.81971 3.66349
H 1.87659 -2.03414 3.81969
C 2.44626 -1.15423 -1.76341
O 1.50733 -1.81260 -2.29872
N 3.64081 -1.76781 -1.57854
C 4.78792 -0.97231 -1.18700
C 4.03040 -3.14233 -1.91404
H 2.48217 -0.06055 -1.64176
H 4.47209 -0.36036 -0.34209
H 5.04787 -0.21924 -1.93091
H 5.60646 -1.58651 -0.81167
H 4.75906 -3.48694 -1.18029
H 3.13189 -3.74356 -1.77518
H 4.30435 -3.23674 -2.96482
C 1.18910 5.30699 -2.98361
O 1.15231 5.21217 -4.25417
N 0.56381 4.37947 -2.09886
C 0.55605 4.50880 -0.68722
C -0.27781 3.35973 -2.61401
H 1.78656 6.07251 -2.46474
H -0.43194 4.81508 -0.34344
H 1.34171 5.07855 -0.19101
H 0.69323 3.61419 -0.07981
H 0.13253 3.17787 -3.60731
H -0.25280 2.32265 -2.27946
H -1.18876 3.86788 -2.93031
C -3.29972 0.44008 -4.92515
O -3.27687 -0.12177 -5.98871
N -4.42474 0.68644 -4.21485
C -4.50796 1.65470 -3.12334
C -5.63208 -0.17005 -4.43225
H -2.41326 0.95555 -4.52431
H -4.78937 1.01906 -2.28377
H -5.39596 2.22782 -3.38993
H -3.63469 2.20854 -2.77872
H -6.38691 0.54568 -4.75793
H -5.44274 -0.93218 -5.18816
H -6.06197 -0.65442 -3.55550

charge	+1
spin multiplicity	3
Kohn-Sham gap (spin up / spin down)	6.18 / 4.94	eV
LUMO level (spin up / spin down)	-4.2 / -5.5	eV


# 3
# C23H68O11

11 unconnected molecules or ions with the total composition C23H68O11 at a distorted geometry (ωB97M-V with the def2-TZVPD basis set, OMol25).

Cartesian coordinates (Å):
C 3.11972 -2.13266 2.70823
C 4.27827 -1.48932 3.46913
C 4.66877 -2.25710 4.72105
O 5.42236 -1.53617 2.57514
H 2.29185 -2.51742 3.30110
H 3.44625 -2.90516 2.01604
H 2.70583 -1.31364 2.10648
H 4.04152 -0.45317 3.71507
H 5.03536 -3.26464 4.52963
H 3.86109 -2.29805 5.45488
H 5.50876 -1.73341 5.19041
H 5.73141 -0.63153 2.46935
C -0.48583 5.78503 2.84172
C -1.50277 4.88859 2.16375
C -2.52385 5.65584 1.33196
O -0.78744 3.97743 1.32298
H -0.13524 6.50484 2.09789
H 0.39983 5.28137 3.22546
H -0.95870 6.27458 3.69419
H -2.05426 4.31908 2.92633
H -3.21021 4.98413 0.82709
H -1.99881 6.31515 0.63900
H -3.10105 6.30402 2.00341
H -1.28892 3.18477 1.08467
C 3.99454 -0.68457 -0.68517
C 3.91013 0.16002 -1.95485
C 3.33067 -0.63680 -3.10610
O 2.97744 1.23960 -1.72095
H 3.15615 -1.37335 -0.57102
H 4.04101 -0.01032 0.17792
H 4.88925 -1.30526 -0.58549
H 4.87383 0.60732 -2.20626
H 2.98676 0.04135 -3.88965
H 2.44780 -1.21824 -2.82430
H 4.05006 -1.35900 -3.49382
H 3.10793 1.56810 -0.82207
C 0.07546 1.45857 -4.93669
C -1.39033 1.21950 -4.60434
C -1.94624 -0.07958 -5.13174
O -1.59699 1.39381 -3.20945
H 0.66896 0.52865 -4.82121
H 0.66256 2.18056 -4.37170
H 0.28810 1.61593 -6.00247
H -1.90582 2.03300 -5.13098
H -1.30336 -0.92723 -4.86165
H -2.05748 -0.06452 -6.21665
H -2.91792 -0.31702 -4.69778
H -0.83976 1.00361 -2.74836
C -5.07610 2.23810 1.24764
C -3.61850 1.78758 1.23794
C -3.47341 0.27845 1.32596
O -2.89981 2.32417 0.11874
H -5.13113 3.31876 1.13344
H -5.55842 1.94054 2.17941
H -5.61938 1.73111 0.44358
H -3.13664 2.26851 2.09821
H -2.41377 0.02391 1.34803
H -3.81462 -0.15736 0.37871
H -4.06438 -0.07616 2.16651
H -3.32147 2.02436 -0.69715
C -0.86144 -6.07164 0.34625
C -0.67843 -4.92824 1.32983
C 0.75988 -4.40064 1.50120
O -1.45770 -3.80136 0.87949
H -0.75620 -7.03261 0.85305
H -0.32932 -5.95615 -0.59721
H -1.90938 -6.03107 0.02715
H -1.07855 -5.13981 2.32117
H 0.69277 -3.76349 2.38200
H 0.97358 -3.76075 0.64139
H 1.54608 -5.14833 1.58577
H -1.01124 -3.41300 0.11179
C 1.46767 3.82594 -1.46380
O 1.55664 3.76221 -0.06312
H 1.22234 2.84126 -1.89000
H 0.65195 4.46216 -1.82466
H 2.40540 4.08477 -1.95517
H 0.66356 3.91271 0.29639
C 0.14340 -3.63322 -2.95302
O 0.16525 -2.86820 -1.75474
H 0.98934 -3.36879 -3.59243
H 0.13977 -4.67903 -2.66852
H -0.76472 -3.39533 -3.51559
H 0.11377 -1.91715 -1.93651
C -4.33456 -1.56113 -2.03239
O -3.75969 -2.41010 -1.04117
H -5.11992 -0.95870 -1.55322
H -3.59937 -0.89606 -2.48927
H -4.84551 -2.18303 -2.76224
H -3.30557 -1.87252 -0.38741
C 0.84621 0.42880 3.94702
O -0.22222 0.34912 3.02087
H 1.09152 -0.56628 4.33918
H 1.74624 0.83411 3.49411
H 0.52917 0.98282 4.83653
H -0.78110 -0.40860 3.20596
C 0.01609 -0.25316 0.01953
O 0.23543 -0.10815 -1.38393
H -0.80054 -0.94992 0.21268
H 0.92965 -0.63995 0.48015
H -0.24552 0.67700 0.52899
H 1.13622 0.23684 -1.47730

charge	0
Kohn-Sham gap	9.93	eV
LUMO level	0.5	eV
SMILES	CC(C)O.CC(C)O.CC(C)O.CC(C)O.CC(C)O.CC(C)O.CO.CO.CO.CO.CO


# 4
# C5H12Si

C5H12Si in the gas phase at a distorted geometry (ωB97M-V with the def2-TZVPD basis set, OMol25).

Cartesian coordinates (Å):
C -2.78281 0.55590 0.72418
C -1.69120 -0.09706 0.37021
Si -0.67803 -0.27445 -1.21304
C 1.04763 -0.39503 -0.43971
C 1.10830 -0.58534 1.00788
C 1.80221 0.77467 -0.72778
H -2.89751 0.49812 1.79374
H -3.47627 1.04277 0.00382
H -1.39534 -0.79571 1.26419
H -0.90244 -1.60560 -1.73423
H -0.98883 0.85702 -2.16330
H 1.26681 -1.38246 -1.09861
H 1.14406 -1.70790 1.26564
H 0.30308 -0.23258 1.62843
H 2.13212 -0.25129 1.30296
H 1.54320 1.59836 0.09042
H 2.83424 0.61754 -0.48985
H 1.63078 1.38304 -1.58495

charge	0
Kohn-Sham gap	10.48	eV
LUMO level	1.0	eV
SMILES	C=C[SiH2]C(C)C


# 5
# C33H45BF4N2O8Si

2 unconnected molecules or ions with the total composition C33H45BF4N2O8Si at a distorted geometry (ωB97M-V with the def2-TZVPD basis set, OMol25).

Cartesian coordinates (Å):
C 1.30153 2.96375 4.45824
C 0.18644 2.67337 3.35502
C 0.75768 2.08371 1.99670
C 2.03420 1.18330 2.12868
F 1.95756 0.28452 3.21029
F 3.20104 1.93560 2.38564
C 2.38126 0.34207 0.81710
C 3.88772 -0.19694 0.97923
Si 4.15477 -1.88237 0.10671
C 5.80172 -2.59036 0.82619
C 2.81172 -3.17819 0.56857
C 4.42491 -1.75351 -1.77222
C 5.72292 -1.16325 -2.21701
C 5.99157 -1.04657 -3.65089
C 5.01609 -1.52575 -4.64786
C 3.75914 -2.10833 -4.18757
C 3.42436 -2.23739 -2.75386
C 1.02311 3.10603 0.78747
C 0.86324 4.66476 1.04275
C -0.39407 5.32216 0.27964
C 0.08054 6.13001 -0.99233
O -0.90131 7.14738 -1.25833
N 0.42409 2.56595 -0.47476
C -0.42350 1.62174 -0.21651
C -0.57095 1.41604 1.35674
C -1.93946 2.21191 1.57741
O -2.83918 2.00341 0.45314
N -4.03224 2.67787 0.72932
O -4.62457 2.71753 -0.28457
C -0.74548 -0.16596 1.45099
C -2.11951 -0.69561 1.99245
C -1.82293 -2.16209 2.58610
O -3.00910 -0.89652 0.89166
C -4.31113 -1.33750 1.29012
C -5.20436 -1.21121 0.00207
C -4.87025 -1.97993 -1.20958
C -5.68011 -1.90333 -2.43707
C -6.89943 -1.05978 -2.51845
C -7.23891 -0.30845 -1.29239
C -6.40925 -0.37582 -0.07614
H 1.69195 2.03862 4.94430
H 2.13231 3.52457 3.93372
H 0.90932 3.68796 5.22760
H -0.35200 3.65459 3.22230
H -0.48635 1.89054 3.81624
H 1.75305 -0.58441 0.73965
H 2.39473 0.97087 -0.10567
H 4.59808 0.54849 0.52183
H 4.14480 -0.36589 2.06355
H 6.01830 -3.61401 0.43419
H 5.68173 -2.57601 1.94442
H 6.59802 -1.83719 0.56561
H 1.95676 -3.21072 -0.16129
H 2.46337 -2.99028 1.62737
H 3.33743 -4.16869 0.58739
H 6.45431 -0.82944 -1.43616
H 6.94866 -0.57969 -3.98251
H 5.26193 -1.44306 -5.73713
H 3.00845 -2.45897 -4.93471
H 2.46531 -2.68197 -2.39179
H 2.12185 3.04756 0.51263
H 0.88587 4.96234 2.11860
H 1.76229 5.16226 0.56958
H -0.87808 6.03847 1.00544
H -1.13880 4.55958 -0.06461
H 0.17438 5.37823 -1.83579
H 1.06601 6.65334 -0.81305
H -1.22387 6.97401 -2.15797
H 0.65241 2.84774 -1.43643
H -1.00542 1.03834 -0.96886
H -2.41097 2.01022 2.56980
H -1.71455 3.32154 1.56509
H -0.64370 -0.59825 0.40911
H 0.05405 -0.67671 2.05338
H -2.56586 -0.12112 2.84918
H -1.76282 -2.86897 1.70778
H -0.88140 -2.19778 3.19111
H -2.69122 -2.48947 3.21759
H -4.35582 -2.42464 1.57486
H -4.72724 -0.64354 2.06978
H -3.98182 -2.68109 -1.26261
H -5.42334 -2.47352 -3.36529
H -7.51538 -0.98653 -3.45084
H -8.16016 0.32546 -1.34710
H -6.75196 0.21414 0.80570
B -0.21717 -5.33462 -3.45866
O -0.37198 -4.71476 -2.12069
C -1.65806 -4.74083 -1.81191
O -2.12000 -4.30892 -0.78299
C -2.42128 -5.37580 -2.92287
O -3.61318 -5.55003 -2.95384
O -1.58081 -5.72332 -3.88694
F 0.61327 -6.47478 -3.37320
F 0.33475 -4.39615 -4.36759

charge	0
Kohn-Sham gap	6.57	eV
LUMO level	-2.1	eV


# 6
# C8B2O16Sn

A molecular structure, C8B2O16Sn at a distorted geometry (ωB97M-V with the def2-TZVPD basis set, OMol25).

Cartesian coordinates (Å):
Sn -1.65556 0.75476 -0.61969
O -1.75643 -6.04801 -2.17917
C -2.47850 -5.33836 -1.42276
O -2.03163 -4.64676 -0.32719
B -3.11824 -3.90307 0.30833
O -4.33270 -4.44766 -0.32596
C -4.04232 -5.17500 -1.41705
O -4.89232 -5.60201 -2.26799
O -2.93223 -2.45732 0.15502
C -3.19211 -1.89477 1.25577
O -3.14873 -0.67338 1.44496
C -3.45795 -2.99215 2.32996
O -3.26384 -4.18054 1.75815
O -3.73559 -2.82254 3.56086
O 1.27779 1.12308 -0.27834
C 2.19089 1.94114 -0.04122
O 2.40707 3.05182 -0.70740
B 3.49000 3.81142 -0.06634
O 4.01960 2.93227 0.93997
C 3.28916 1.82141 1.09684
O 3.48951 0.92277 1.85788
O 4.44346 4.11219 -1.17282
C 4.48674 5.36809 -1.35690
O 5.12534 5.91985 -2.26817
C 3.52945 6.05749 -0.34803
O 3.03894 5.11678 0.40352
O 3.25019 7.24850 -0.31224

charge	0
Kohn-Sham gap	2.82	eV
LUMO level	-6.9	eV


For each record above, in turn, the calculated DFT total energy values are -9046.1179, -55837.9853, -47473.9724, -13254.2339, -73732.2358, -48243.9384 eV.
For each record above, in turn, the calculated relative energy (zero: lowest compared OMol25 entry of this formula, charge and spin) values are 132.3, 129.5, 11.5, 57.6, 0.0, 37.1 kcal/mol.